The following is a DFT calculation (ωB97M-V/def2-TZVPD) of a molecular structure, C34H39Br2INbO2 in a non-equilibrium geometry.

XYZ file:
```
79
Properties=species:S:1:pos:R:3:forces:R:3
C 1.45563 3.40489 -3.34360 -0.869 -0.743 0.435
C 1.08811 3.19167 -2.19102 0.621 0.341 0.011
Nb 0.13365 2.66442 -0.19074 -1.820 -1.167 -1.230
C -0.68714 2.23838 1.88316 0.970 1.170 -0.155
C 0.30233 2.54424 3.04957 -0.857 -0.691 1.019
C -0.48681 2.40168 4.36852 0.697 0.050 -0.629
C -0.84218 1.10533 4.74953 -0.076 -0.646 0.167
C -1.58812 0.83923 5.88919 -0.012 0.511 -0.245
C -2.00297 1.92409 6.67069 -0.116 -0.495 0.281
C -1.63365 3.20735 6.31060 -0.067 1.003 -0.040
C -0.88355 3.47664 5.15845 -0.036 -0.696 0.038
C -1.22935 1.20995 -1.23540 -0.219 -0.461 0.233
C -2.77187 1.12094 -1.04920 -0.803 -0.451 -1.251
C -3.49557 1.26287 -2.45585 -0.570 0.203 0.641
C -3.54964 2.02867 -0.07774 -0.920 -0.323 0.292
C -1.21625 4.50420 -0.49758 1.997 0.937 0.150
I -1.97660 4.72780 -2.52318 -0.355 -0.095 0.526
C -0.33127 5.79705 -0.24724 -1.186 -0.121 0.946
C -0.26196 6.05542 1.29005 0.491 0.246 0.042
C 1.78764 1.03338 0.01967 1.047 1.777 0.007
Br 1.18534 -0.43565 1.19987 -0.155 -0.124 -0.430
C 3.10038 1.66031 0.63717 0.078 -1.757 0.820
C 3.98437 0.63326 1.41205 0.682 0.697 -0.286
Br 4.22081 2.39515 -0.81531 -0.416 0.025 0.386
H 1.47309 3.35883 -4.41954 0.345 0.326 0.393
H 1.29991 3.79386 0.63964 0.182 0.079 0.273
H -1.52375 2.96060 2.00531 0.230 -0.304 -0.152
H -1.11491 1.22701 1.96622 0.216 0.264 -0.060
H 0.77775 3.53105 2.96945 -0.299 -0.245 -0.069
H 1.10219 1.78475 3.12479 -0.193 0.333 -0.405
H -0.53707 0.24360 4.14334 0.027 0.475 0.029
H -1.85346 -0.19516 6.11515 0.022 0.363 0.131
H -2.61157 1.75508 7.56373 0.223 0.111 -0.274
H -1.95012 4.06504 6.91499 0.044 -0.405 -0.083
H -0.60185 4.48861 4.86126 -0.150 -0.218 0.209
H -1.01668 1.32792 -2.31829 0.049 0.178 0.476
H -0.80251 0.20463 -1.01244 -0.048 0.480 0.054
H -3.03015 0.08094 -0.75839 0.305 0.453 0.240
H -2.87725 1.76883 -3.20582 -0.083 -0.373 0.141
H -4.39873 1.89208 -2.33327 0.359 -0.204 -0.129
H -3.88167 0.28818 -2.80653 0.483 0.325 -0.107
H -4.60241 1.67107 -0.11741 0.426 0.099 0.018
H -3.63992 3.08221 -0.39184 0.531 -0.343 0.168
H -3.29215 1.92866 0.98947 0.342 0.236 -0.465
H -1.99734 4.55519 0.27741 -0.295 -0.202 -0.835
H -0.86088 6.66098 -0.68979 0.477 -0.261 -0.038
H 0.68240 5.67945 -0.64895 -0.392 0.191 -0.131
H -0.20160 7.13569 1.52162 -0.059 -0.386 -0.198
H -1.13340 5.65672 1.83676 0.190 0.118 -0.287
H 0.63501 5.59355 1.72952 -0.322 0.032 -0.154
H 2.03301 0.65020 -0.98204 -0.158 -0.414 0.512
H 2.86732 2.44603 1.36440 0.088 0.172 -0.715
H 3.62642 0.49988 2.44522 -0.128 -0.205 -0.522
H 5.00337 1.04992 1.50457 -0.374 -0.111 -0.053
H 4.07292 -0.31780 0.86949 -0.155 0.206 0.303
C -1.60996 -3.07787 -2.22673 0.043 -0.027 0.040
C -0.80592 -2.78347 -1.13021 -0.026 -0.061 -0.046
C 0.33367 -3.53386 -0.88334 -0.075 0.106 0.100
C 0.66624 -4.58945 -1.72458 -0.124 -0.040 -0.117
C -0.15619 -4.89960 -2.81264 0.122 -0.006 0.089
C -1.28732 -4.13281 -3.06533 -0.140 0.123 0.017
C 0.15556 -6.05307 -3.69481 -0.324 0.034 -0.293
O -0.55463 -6.32360 -4.64372 0.063 -0.054 0.027
C 1.35475 -6.88096 -3.38882 0.101 -0.019 0.100
C 1.63170 -7.99807 -4.16881 0.093 -0.174 -0.078
C 2.75131 -8.76870 -3.90245 0.009 0.056 0.047
C 3.60561 -8.42156 -2.86004 -0.065 0.023 -0.030
C 3.33099 -7.31269 -2.07680 0.139 -0.161 -0.009
C 2.20094 -6.54464 -2.33200 -0.062 -0.055 -0.116
C 1.89921 -5.37527 -1.45958 0.177 0.228 0.355
O 2.64481 -5.07805 -0.54894 0.002 -0.094 -0.045
H -2.49413 -2.48384 -2.42299 0.036 0.015 0.002
H -1.06651 -1.96571 -0.46986 0.064 -0.002 -0.015
H 0.95981 -3.29742 -0.03291 0.080 -0.040 -0.087
H -1.91795 -4.36219 -3.91423 0.098 -0.106 -0.005
H 0.97033 -8.26769 -4.98187 -0.062 0.143 0.045
H 2.96231 -9.64132 -4.50826 -0.004 0.023 0.007
H 4.48464 -9.02081 -2.65718 -0.017 0.016 -0.003
H 3.99341 -7.04622 -1.26360 -0.116 0.113 0.016
```
Positions in Å, forces in eV/Å.

## Properties
Electronic energy   -6971.95406 hartree
Charge   -1
Max |F|   0.0484 hartree/bohr
Highest occupied orbital energy   -0.191 Ha
LUMO energy   0.7 eV